11
Properties=species:S:1:pos:R:3:forces:R:3 method="wB97M-V/def2-TZVPD" fmax_ev_per_a=1.61 total_energy_ev=-156603.9628 homo_lumo_gap_ev=6.796 spin_multiplicity=1 total_charge=0 e_above_lowest_kcal_mol=7.23 homo_energy_ha=-0.29885
C -1.35154 -0.09239 0.12065 0.4 -1.0 0.4
C -0.31038 -0.91466 0.41136 -1.1 0.0 0.0
C -1.30615 1.20520 -0.45317 0.7 1.4 -0.2
C 1.08477 -0.64585 0.24415 1.4 -0.2 -0.3
N 1.59557 0.50144 0.36621 -0.3 -0.4 0.5
S -0.12444 2.32882 -0.33263 -1.2 0.3 -0.3
Br 2.11108 -2.24106 -0.21628 -0.2 0.2 0.0
Br 3.34333 0.86337 0.03820 0.6 -0.1 -0.1
H -2.33779 -0.53629 0.19162 0.0 -0.1 0.0
H -0.53492 -1.93772 0.68490 -0.1 0.0 0.0
H -2.16953 1.46915 -1.05503 -0.1 -0.1 -0.2